Entry 1:
{
  "formula": "C5H13NSi",
  "method": "the ωB97M-V functional and the def2-TZVPD basis",
  "e_above_lowest_kj_mol": 551.5,
  "molar_mass_g_mol": 115.3,
  "spin_multiplicity": 1,
  "largest_force_ha_per_bohr": 0.0907,
  "e_lumo_ev": [-0.16, 0.13],
  "homo_ev": [-8.626, -6.825],
  "elements": ["C", "C", "C", "C", "C", "N", "Si", "H", "H", "H", "H", "H", "H", "H", "H", "H", "H", "H", "H", "H"],
  "coordinates": [[-2.88061, 0.49786, 0.31808], [-2.30994, -0.34439, -0.57751], [0.77387, 0.66430, 1.22041], [1.49108, 1.77924, -0.88028], [1.22532, -2.80841, 0.36755], [0.49513, 0.96391, -0.20352], [-0.46216, -0.19896, -1.08786], [-3.76060, 0.30881, 0.84423], [-2.50623, 1.51573, 0.63815], [-2.89334, -1.23674, -0.65801], [1.06332, 1.52509, 1.67994], [-0.10776, 0.34344, 1.54867], [1.54502, -0.11434, 1.29071], [2.62340, 1.43549, -0.82240], [1.22865, 1.81569, -1.88020], [1.36568, 2.78356, -0.58093], [0.84763, -2.61096, 1.31106], [0.56516, -3.36950, -0.18821], [2.18168, -3.05090, 0.20980], [-0.48530, 0.10107, -2.54967]]
}

Entry 2:
{
  "formula": "C5H13NSi",
  "method": "the ωB97M-V functional and the def2-TZVPD basis",
  "e_above_lowest_kj_mol": 79.7,
  "molar_mass_g_mol": 115.3,
  "spin_multiplicity": 3,
  "largest_force_ha_per_bohr": 0.0641,
  "e_lumo_ev": [0.94, -1.51],
  "homo_ev": [-5.047, -8.850],
  "elements": ["C", "C", "C", "C", "C", "N", "Si", "H", "H", "H", "H", "H", "H", "H", "H", "H", "H", "H", "H", "H"],
  "coordinates": [[1.78352, -0.07314, 0.01597], [0.79574, 0.63381, 0.52035], [1.74383, -1.30947, -0.74706], [1.14826, 1.97440, 1.04971], [-2.22209, 0.23693, -1.57663], [-0.92641, -1.60202, 1.10513], [-0.99614, 0.05205, 0.84383], [2.72515, 0.38470, 0.14781], [2.11005, -2.20658, -0.29660], [0.76393, -1.53872, -1.15697], [2.42952, -1.08658, -1.61660], [1.56557, 2.70648, 0.32668], [0.30454, 2.52691, 1.48767], [2.01001, 1.90306, 1.77709], [-3.29164, 0.05225, -1.41064], [-2.03579, 1.27852, -1.69802], [-1.80326, -0.32205, -2.36018], [-1.76074, -2.14953, 0.92310], [-0.10697, -2.16300, 1.22566], [-1.67344, 0.64280, 1.87941]]
}

Entry 3:
{
  "formula": "C5H13O",
  "method": "the ωB97M-V functional and the def2-TZVPD basis",
  "e_above_lowest_kj_mol": 363.2,
  "molar_mass_g_mol": 89.2,
  "spin_multiplicity": 1,
  "largest_force_ha_per_bohr": 0.1060,
  "charge": 1,
  "e_lumo_ev": -3.77,
  "homo_ev": -13.341,
  "elements": ["C", "C", "C", "C", "C", "O", "H", "H", "H", "H", "H", "H", "H", "H", "H", "H", "H", "H", "H"],
  "coordinates": [[0.79011, -0.00168, 2.05808], [1.17147, 1.49489, -0.84758], [-0.01450, -1.60242, -0.41084], [-1.67078, -0.11857, -0.94436], [-0.10621, 0.35026, 0.86501], [-0.90786, -0.57812, 0.15417], [1.74985, -0.20241, 1.72423], [0.32526, -0.85252, 2.43697], [0.74923, 0.89097, 2.62287], [1.94794, 0.82054, -1.14956], [1.47551, 2.44245, -0.46395], [0.42137, 1.69892, -1.58272], [0.30487, -2.21033, 0.46477], [-0.46664, -2.23167, -1.12702], [0.72136, -1.04908, -1.04169], [-2.23274, 0.72894, -0.71884], [-1.16346, 0.11399, -1.84803], [-2.42373, -0.92739, -1.19072], [-0.67103, 1.23323, 0.99922]]
}

Entry 4:
{
  "formula": "C5H13O2",
  "method": "the ωB97M-V functional and the def2-TZVPD basis",
  "e_above_lowest_kj_mol": 167.0,
  "molar_mass_g_mol": 105.2,
  "spin_multiplicity": 1,
  "largest_force_ha_per_bohr": 0.0846,
  "charge": -1,
  "e_lumo_ev": 3.79,
  "homo_ev": -2.914,
  "elements": ["C", "O", "C", "C", "C", "C", "H", "H", "H", "H", "H", "H", "H", "H", "H", "H", "H", "H", "H", "O"],
  "coordinates": [[-1.05251, -0.15381, 0.22511], [-1.74469, 0.16214, 1.36438], [-0.06878, 1.04477, -0.05988], [1.30020, 0.53291, -0.28855], [1.62812, 0.54789, -1.79091], [0.81546, -0.35453, -2.68523], [-1.70628, -0.27464, -0.71118], [-0.48955, -1.05974, 0.27868], [-0.44852, 1.68726, -0.85803], [0.02117, 1.57169, 0.86009], [2.14768, 1.15808, 0.08788], [1.30482, -0.55237, -0.00925], [1.83082, 1.54014, -2.04564], [2.66186, 0.13551, -2.02704], [-0.27327, -0.04814, -2.65721], [1.11238, -0.01563, -3.72014], [0.88799, -1.45527, -2.73592], [-1.04239, -1.05741, 3.84181], [-1.14095, -0.97693, 2.17031], [-0.83040, -1.45663, 3.02592]]
}

Entry 5:
{
  "formula": "C5H13O2",
  "method": "the ωB97M-V functional and the def2-TZVPD basis",
  "e_above_lowest_kj_mol": 108.6,
  "molar_mass_g_mol": 105.2,
  "spin_multiplicity": 2,
  "largest_force_ha_per_bohr": 0.0919,
  "e_lumo_ev": [0.82, -0.28],
  "homo_ev": [-8.590, -10.318],
  "elements": ["H", "O", "H", "C", "H", "H", "C", "C", "C", "C", "O", "H", "H", "H", "H", "H", "H", "H", "H", "H"],
  "coordinates": [[-3.90810, 1.99439, -0.41200], [-3.02865, 1.75530, -0.31478], [-2.66267, 0.86634, -0.67329], [-1.45729, 0.08222, -0.70090], [-1.83643, -0.89677, -0.34973], [-1.37022, 0.06600, -1.82561], [-0.42226, 0.64598, 0.08669], [0.84313, -0.22199, 0.01199], [2.00088, 0.47567, 0.72065], [0.61310, -1.61699, 0.57801], [1.26834, -0.41595, -1.33215], [-0.21605, 1.63958, -0.32827], [-0.73238, 0.80823, 1.16010], [1.81139, 0.58805, 1.78694], [2.84236, -0.23509, 0.63085], [2.30893, 1.39738, 0.21679], [0.32442, -1.61203, 1.62677], [-0.06916, -2.22474, -0.03640], [1.59510, -2.09399, 0.52742], [2.09553, -1.00159, -1.37306]]
}

Entry 6:
{
  "formula": "C5H13O2P",
  "method": "the ωB97M-V functional and the def2-TZVPD basis",
  "e_above_lowest_kj_mol": 384.6,
  "molar_mass_g_mol": 136.1,
  "spin_multiplicity": 1,
  "largest_force_ha_per_bohr": 0.1028,
  "e_lumo_ev": [0.16, -1.10],
  "homo_ev": [-8.259, -7.801],
  "elements": ["C", "C", "C", "C", "C", "O", "O", "P", "H", "H", "H", "H", "H", "H", "H", "H", "H", "H", "H", "H", "H"],
  "coordinates": [[-2.47630, -0.53883, 0.81232], [-1.97626, -0.56193, -1.73255], [1.94795, 2.22240, 0.18488], [2.16520, -1.03583, 1.15061], [-1.88081, 0.03579, -0.43905], [1.22651, -1.17047, -1.36218], [2.06188, 1.01081, -0.45591], [1.07968, -0.34571, -0.19428], [-2.07039, -0.18645, 1.68299], [-3.58787, -0.43870, 0.72053], [-2.24562, -1.67410, 0.69266], [-2.85640, -0.16659, -2.11248], [-1.99312, -1.61620, -1.47474], [-1.09222, -0.49411, -2.42447], [1.18014, 2.84254, -0.19197], [2.91296, 2.79378, 0.00723], [1.83406, 2.10356, 1.33438], [1.69623, -1.63163, 1.96722], [2.90824, -1.84034, 0.60839], [2.91115, -0.41290, 1.64320], [-1.74502, 1.10490, -0.41678]]
}